No. 1
The following is a quantum chemistry calculation of a 2-piece molecular cluster, C2HBrN2O2 overall, from the Open Molecules 2025 dataset.

Last column: Mulliken charge in e.
Element x y z (Å)
C -0.06733 2.02366 -1.16102  0.01
C -0.64296 -0.04107 -0.30952  -0.22
N 0.09153 3.03807 -1.64034  -0.27
N -0.24877 -0.87642 -1.40253  0.93
O 0.94283 -0.94148 -1.60520  -0.48
O -1.11893 -1.45685 -2.00553  -0.49
Br -2.43228 -0.01341 0.13229  0.09
H 0.08793 0.09530 0.47601  0.42

Forces on atoms 1 to 2 (eV/Å):
C -1.385 -5.379 2.118
C -0.033 4.310 0.213

Properties
* orbital gap (alpha / beta): 8.413 / 8.413 eV
* relative energy (zero: lowest compared OMol25 entry of this formula, charge and spin): 138.7 kcal/mol
* HOMO (alpha / beta): -11.53 / -11.54 eV

---

No. 2
The following is a quantum chemistry calculation of C36H42CoNO2P4Se as an isolated structure, from the Open Molecules 2025 dataset.

Last column: Löwdin spin population.
Element x y z (Å)
Co 12.31963 12.63844 8.45898  1.85
C 15.26361 13.89964 7.11429  0.00
P 13.69624 13.01662 6.64906  0.03
C 14.22544 11.59179 5.54284  0.02
C 13.01038 14.35424 5.54050  0.00
C 11.62875 14.89626 6.02645  0.00
P 11.17572 14.17944 7.64586  0.00
C 9.41009 13.69801 7.21725  0.00
C 10.92121 15.61246 8.80935  0.01
H 15.72464 13.38267 7.96042  0.00
H 14.93758 14.90995 7.33562  0.00
H 16.01986 13.89434 6.29395  0.00
H 13.95404 11.93468 4.54167  0.00
H 13.69367 10.66346 5.75224  0.00
H 15.29491 11.37090 5.64595  0.00
H 13.05354 14.03249 4.48779  0.00
H 13.67524 15.26256 5.62417  0.00
H 10.81886 14.58391 5.37322  0.00
H 11.61005 16.00701 6.16682  0.00
H 8.80248 14.68396 7.06876  0.00
H 9.05403 13.06620 8.06343  0.00
H 9.41289 13.15057 6.28499  0.00
H 10.33290 16.45093 8.34473  0.00
H 11.85972 16.06615 9.04160  0.00
H 10.45914 15.31807 9.72819  0.00
O 10.82226 11.70324 9.53337  0.04
P 10.93435 10.23550 9.16099  0.00
C 12.63968 9.68515 8.60440  0.00
P 14.14472 10.38749 9.45981  0.00
O 13.93864 11.87647 9.60914  0.03
C 15.63942 9.84414 8.60994  0.00
C 15.60214 8.97640 7.50023  0.00
C 16.75370 8.78126 6.73530  0.00
C 17.94756 9.47505 7.05705  0.00
C 17.90526 10.38366 8.12562  0.03
C 16.85198 10.49461 8.96696  0.01
C 14.15777 9.59392 11.03817  0.00
C 14.42965 8.17774 11.08833  0.00
C 14.38052 7.56828 12.33019  0.00
C 14.16755 8.34049 13.49041  0.00
C 13.88729 9.68112 13.39742  0.00
C 13.87091 10.29450 12.17587  0.00
C 9.73179 9.84872 7.89871  0.00
C 10.10069 9.59926 6.56591  0.00
C 9.13121 9.53560 5.57057  0.00
C 7.82316 9.73936 5.84001  0.00
C 7.43701 9.99026 7.13392  0.00
C 8.36954 9.97808 8.18216  0.00
C 10.44473 9.22124 10.56893  0.00
C 10.21721 9.80476 11.84404  0.00
C 9.90852 9.04288 12.94717  0.00
C 9.76398 7.65100 12.80620  0.00
C 9.92050 7.07729 11.55134  0.00
C 10.22115 7.85966 10.45650  0.00
H 12.85128 9.93379 7.54096  0.00
H 12.68954 8.61601 8.59510  0.00
H 14.72156 8.40408 7.20070  0.00
H 16.75980 8.01060 5.97343  0.00
H 18.88322 9.21092 6.63683  0.00
H 18.87849 10.87164 8.46915  0.03
H 16.85985 11.28192 9.70409  0.00
H 14.55117 7.58842 10.15103  0.00
H 14.40732 6.48652 12.46735  0.00
H 14.27955 7.80589 14.44989  0.00
H 13.77040 10.25493 14.29685  0.00
H 13.63381 11.38792 12.13899  0.00
H 11.14071 9.36276 6.39096  0.00
H 9.41748 9.32435 4.55920  0.00
H 7.06299 9.65919 5.07235  0.00
H 6.41700 10.23055 7.39589  0.00
H 7.94372 10.03980 9.18645  0.00
H 10.38736 10.91240 11.94123  0.00
H 9.86312 9.50477 13.91258  0.00
H 9.57110 6.99526 13.66397  0.00
H 9.71551 6.03325 11.33860  0.00
H 10.26227 7.35984 9.51513  0.00
Se 20.01407 11.38748 10.70328  0.74
C 21.28440 12.11131 9.45217  0.05
C 21.30337 13.46750 9.02028  0.05
C 22.32765 13.84211 8.16367  -0.01
N 23.23288 13.01813 7.71096  0.05
C 23.24146 11.76598 8.11051  -0.01
C 22.32002 11.26041 9.01366  0.05
H 20.62104 14.14518 9.50931  0.00
H 22.23374 14.83697 7.68622  0.00
H 24.03657 11.15429 7.61937  0.00
H 22.35148 10.25339 9.32804  0.00

Forces on atoms 1 to 2 (eV/Å):
Co 1.378 -0.186 0.158
C 0.315 -1.123 -0.654

Properties
* orbital gap (alpha / beta): 6.607 / 5.998 eV
* relative energy (zero: lowest compared OMol25 entry of this formula, charge and spin): 67.7 kcal/mol
* ⟨S²⟩: 3.79
* charge: +1
* spin multiplicity: 4
* HOMO (alpha / beta): -8.75 / -10.16 eV

---

No. 3
The following is a quantum chemistry calculation of C31H25FeN5O2 as an isolated structure, from the Open Molecules 2025 dataset.

Last column: Löwdin spin population.
Element x y z (Å)
Fe -0.80304 0.09773 -0.01701  1.26
O -0.73701 -0.09112 1.88904  -0.04
C -0.88561 -1.13729 2.63734  -0.01
C -0.30460 -1.18544 3.92512  -0.01
C -0.47739 -2.28637 4.72557  0.00
C -1.24427 -3.39932 4.31697  -0.01
C -1.83833 -3.35799 3.08733  0.00
C -1.67331 -2.23694 2.24249  -0.01
C -2.32515 -2.20573 0.97965  0.00
N -2.23744 -1.26503 0.10152  -0.02
C -2.85535 -1.56626 -1.18973  0.00
C -1.76681 -2.17386 -2.08275  0.00
N -0.48785 -1.57842 -1.67039  0.04
C 0.57299 -2.03454 -2.18409  0.00
C 1.92515 -1.60479 -1.75891  -0.01
C 3.00788 -1.97416 -2.50478  0.00
C 4.31558 -1.63327 -2.10862  -0.01
C 4.56008 -0.90811 -0.92212  0.00
C 3.51443 -0.52680 -0.13881  -0.02
C 2.15204 -0.87185 -0.51250  -0.02
O 1.23412 -0.56758 0.24769  -0.15
H 0.27889 -0.33344 4.24871  0.00
H -0.01471 -2.29805 5.70498  0.00
H -1.36053 -4.25698 4.96243  0.00
H -2.44737 -4.18677 2.74331  0.00
H -2.94898 -3.07175 0.73205  0.00
H -3.23122 -0.63486 -1.61625  0.00
H -3.70313 -2.25056 -1.10100  0.00
H -1.97180 -1.96579 -3.13567  0.00
H -1.71249 -3.25885 -1.96979  0.00
H 0.54208 -2.80562 -2.96316  0.00
H 2.84959 -2.53599 -3.41713  0.00
H 5.15147 -1.94199 -2.72166  0.00
H 5.57439 -0.66612 -0.63642  0.00
H 3.64909 0.01991 0.78357  0.00
C -0.78502 0.36427 -4.71199  0.00
C 0.52084 0.80750 -4.83688  0.00
C 1.15287 1.34639 -3.72806  0.00
C 0.45549 1.40566 -2.53153  0.00
N -0.77341 0.90596 -2.38281  0.01
C -1.38167 0.42345 -3.46272  0.00
C 0.98998 2.08552 -1.31239  0.00
C 2.11692 2.88577 -1.29397  0.00
C 2.41533 3.56293 -0.11781  0.00
C 1.55330 3.48469 0.95845  0.00
C 0.42731 2.67227 0.85707  0.00
N 0.21076 1.93959 -0.23990  0.00
C -0.66315 2.65851 1.87236  0.00
C -0.45985 3.07624 3.17584  0.00
C -1.53404 3.03971 4.04847  0.00
C -2.76017 2.60744 3.57583  0.00
C -2.85787 2.22066 2.24651  0.00
N -1.83427 2.24295 1.40585  0.00
H -1.33349 -0.02103 -5.55989  0.00
H 1.03606 0.75395 -5.78682  0.00
H 2.16652 1.71460 -3.79714  0.00
H -2.39292 0.06300 -3.31987  0.00
H 2.74071 3.00188 -2.16805  0.00
H 3.28809 4.19995 -0.06665  0.00
H 1.72362 4.08433 1.83933  0.00
H 0.51477 3.39567 3.51552  0.00
H -1.41021 3.33693 5.08092  0.00
H -3.62661 2.56201 4.21939  0.00
H -3.80129 1.87317 1.84391  0.00

Forces on atoms 1 to 2 (eV/Å):
Fe 1.116 -0.752 0.255
O 0.389 0.623 -0.667

Properties
* orbital gap (alpha / beta): 4.886 / 6.692 eV
* ⟨S²⟩: 1.20
* charge: +1
* spin multiplicity: 2
* HOMO (alpha / beta): -9.72 / -9.88 eV

---

No. 4
The following is a quantum chemistry calculation of C14H24N3O3S2Y as an isolated structure, from the Open Molecules 2025 dataset.

Last column: Mulliken charge in e.
Element x y z (Å)
Y -0.49929 0.71109 1.21716  1.35
C -0.07474 2.64030 -3.09463  -0.67
O -0.72439 2.50842 -1.79758  -0.33
C -0.34084 1.57401 -0.96252  0.42
O 0.55128 0.72821 -1.23131  -0.68
H -0.06541 3.70082 -3.31763  0.27
H -0.66967 2.11051 -3.83329  0.27
H 0.93279 2.24012 -3.06502  0.30
N -2.28728 1.76058 2.56912  -0.80
H -3.18956 1.78446 2.09686  0.29
H -2.06692 2.73929 2.75500  0.33
H -2.47245 1.35587 3.48557  0.31
C 4.18293 0.76953 3.79157  -0.89
N 3.98414 0.45939 2.38278  0.02
C 5.01935 -0.24308 1.60835  -0.56
C 4.43198 -0.27577 0.18762  -0.57
N 3.16864 0.45500 0.35426  0.13
C 2.98782 0.85114 1.61345  0.64
S 1.67789 1.83114 2.20000  -0.53
H 4.54039 -0.12217 4.30260  0.33
H 3.24196 1.08100 4.23408  0.29
H 4.91789 1.56571 3.90747  0.34
H 5.17980 -1.23718 2.02294  0.34
H 5.95674 0.30924 1.66225  0.34
H 4.24902 -1.29031 -0.15940  0.30
H 5.07176 0.22851 -0.53213  0.33
H 2.54843 0.72195 -0.41426  0.08
C -4.86880 0.26614 -2.77042  -1.56
C -3.70068 -0.39584 -2.09516  0.58
C -2.61494 -0.86448 -2.82973  -0.63
C -1.53974 -1.49324 -2.21531  -0.66
C -1.56321 -1.67697 -0.84468  0.91
C -2.64076 -1.22650 -0.07818  -0.69
C -3.69539 -0.58391 -0.70718  -0.91
S -0.13583 -2.34929 -0.04207  0.51
C -0.77922 -3.84588 0.67564  -1.07
O 0.01938 -1.41118 1.18599  -0.52
H -4.60214 0.63798 -3.75791  0.40
H -5.25367 1.09590 -2.17794  0.39
H -5.68279 -0.45195 -2.89470  0.35
H -2.60334 -0.72814 -3.90427  0.46
H -0.68670 -1.81853 -2.80024  0.45
H -2.68566 -1.43329 0.98783  0.64
H -4.54955 -0.25478 -0.12609  0.51
H -1.67164 -3.63157 1.25955  0.33
H 0.00858 -4.26671 1.29965  0.44
H -1.00616 -4.52552 -0.14811  0.43

Forces on atoms 1 to 2 (eV/Å):
Y 0.614 -0.228 -1.145
C -0.051 -0.072 0.062

Properties
* orbital gap: 9.037 eV
* relative energy (zero: lowest compared OMol25 entry of this formula, charge and spin): 14.1 kcal/mol
* charge: +2
* HOMO: -14.70 eV

---

Question: What is the formula in the first record?
Answer: C2HBrN2O2